This record from the Open Molecules 2025 dataset describes C16H20O2 in the gas phase in a non-equilibrium geometry. The level of theory is ωB97M-V/def2-TZVPD.

CARTESIAN COORDINATES (ANGSTROEM)
O  -3.104  1.241  -3.930
C  -2.322  0.420  -3.472
C  -0.882  0.889  -3.322
C  0.097  -0.286  -3.089
C  -0.505  -1.247  -2.080
C  0.111  -1.536  -0.891
C  1.423  -0.962  -0.444
C  1.570  -1.341  1.050
C  1.448  -0.150  2.025
C  1.855  -0.659  3.406
C  0.617  -1.472  3.810
O  0.474  -2.088  4.869
C  -0.292  -1.430  2.583
C  -0.060  0.027  2.187
C  0.367  -2.229  1.432
C  -0.535  -2.361  0.182
C  -1.780  -1.900  -2.528
C  -2.873  -0.861  -2.823
H  -0.645  1.415  -4.218
H  -0.853  1.585  -2.469
H  0.260  -0.835  -4.042
H  1.063  0.097  -2.764
H  2.246  -1.327  -1.069
H  1.385  0.127  -0.596
H  2.501  -1.884  1.176
H  1.993  0.696  1.695
H  2.026  0.197  4.087
H  2.726  -1.297  3.440
H  -1.340  -1.708  2.782
H  -0.505  0.332  1.242
H  -0.389  0.672  3.018
H  0.722  -3.231  1.754
H  -0.589  -3.399  -0.144
H  -1.608  -2.060  0.367
H  -1.598  -2.453  -3.435
H  -2.150  -2.611  -1.819
H  -3.359  -0.556  -1.871
H  -3.652  -1.289  -3.497

Values from the calculation:
SMILES string ... O=C1CCC(=C2C[C@H]3[C@@H]4CC(=O)[C@@H](C4)[C@H]3C2)CC1
Net charge ... 0
Kohn-Sham gap ... 0.3427 hartree

This record from the Open Molecules 2025 dataset describes a molecular structure, C54H45IKN3O2S3. The level of theory is ωB97M-V/def2-TZVPD.

CARTESIAN COORDINATES (ANGSTROEM)
K  -0.377  -0.351  0.031
C  1.773  4.473  5.536
C  2.467  3.320  4.800
C  3.810  3.020  5.480
C  2.748  3.772  3.367
C  1.585  2.069  4.856
C  1.193  1.556  6.109
C  0.427  0.413  6.232
C  0.035  -0.255  5.072
S  -0.883  -1.707  4.853
C  -0.715  -1.550  3.106
N  -0.041  -0.502  2.742
C  0.402  0.239  3.824
C  1.174  1.399  3.717
C  -1.277  -2.581  2.186
C  -2.360  -3.346  2.644
C  -2.884  -4.349  1.850
C  -2.305  -4.584  0.605
C  -1.233  -3.808  0.177
C  -0.653  -2.766  0.929
H  2.397  5.370  5.504
H  1.587  4.233  6.585
H  0.812  4.706  5.070
H  4.449  3.907  5.468
H  4.333  2.213  4.962
H  3.673  2.717  6.520
H  3.381  4.662  3.386
H  1.823  4.033  2.846
H  3.268  3.005  2.788
H  1.510  2.062  7.013
H  0.151  0.043  7.211
H  1.457  1.728  2.725
H  -2.811  -3.149  3.613
H  -3.726  -4.938  2.193
H  -2.699  -5.375  -0.027
H  -0.828  -4.031  -0.810
C  -3.310  -5.067  -3.294
C  -2.590  -3.745  -3.249
C  -1.353  -3.590  -3.869
C  -0.651  -2.394  -3.790
C  -1.204  -1.342  -3.081
C  -2.439  -1.468  -2.450
C  -3.125  -2.667  -2.547
S  -0.231  0.160  -2.962
O  0.878  0.050  -3.955
C  -1.415  1.358  -3.577
C  -2.363  1.026  -4.571
C  -3.222  1.978  -5.026
C  -3.169  3.306  -4.525
C  -4.064  4.308  -4.982
C  -3.982  5.586  -4.512
C  -2.996  5.930  -3.557
C  -2.128  4.987  -3.093
C  -2.194  3.644  -3.560
C  -1.313  2.629  -3.078
C  -0.239  3.045  -2.112
C  0.974  3.585  -2.654
C  1.231  3.589  -4.051
C  2.395  4.100  -4.543
C  3.371  4.639  -3.671
C  3.154  4.652  -2.327
C  1.952  4.128  -1.785
C  1.734  4.104  -0.384
C  0.612  3.530  0.121
C  -0.381  3.020  -0.752
S  -1.754  2.269  0.130
O  -2.419  1.227  -0.719
C  -2.885  3.642  0.125
C  -2.645  4.760  0.911
C  -3.544  5.816  0.861
C  -4.680  5.755  0.056
C  -5.652  6.904  -0.008
C  -4.905  4.604  -0.695
C  -4.014  3.544  -0.669
H  -3.164  -5.569  -4.251
H  -4.380  -4.941  -3.130
H  -2.933  -5.731  -2.512
H  -0.927  -4.420  -4.421
H  0.309  -2.262  -4.274
H  -2.863  -0.633  -1.905
H  -4.081  -2.774  -2.048
H  -2.405  0.015  -4.954
H  -3.959  1.733  -5.783
H  -4.812  4.039  -5.718
H  -4.669  6.342  -4.872
H  -2.934  6.947  -3.191
H  -1.385  5.255  -2.352
H  0.506  3.156  -4.728
H  2.580  4.080  -5.609
H  4.295  5.034  -4.076
H  3.900  5.050  -1.649
H  2.497  4.497  0.279
H  0.474  3.439  1.192
H  -1.772  4.814  1.552
H  -3.365  6.697  1.466
H  -5.386  7.688  0.700
H  -6.666  6.571  0.218
H  -5.669  7.344  -1.007
H  -5.788  4.538  -1.321
H  -4.179  2.649  -1.256
I  6.387  1.291  -0.732
C  4.585  0.389  -0.335
C  4.372  -0.832  0.260
N  3.037  -0.993  0.309
N  2.369  0.046  -0.209
C  3.301  0.895  -0.613
H  5.057  -1.572  0.638
H  2.500  -1.760  0.692
H  3.032  1.819  -1.097

Values from the calculation:
Net charge ... 0
Kohn-Sham gap ... 0.2287 hartree

This record from the Open Molecules 2025 dataset describes a molecular structure, C2H2AgO in a non-equilibrium geometry. The level of theory is ωB97M-V/def2-TZVPD.

CARTESIAN COORDINATES (ANGSTROEM)
C  0.990  -0.754  0.301
C  1.305  0.291  -0.329
H  1.047  -1.775  0.658
H  -0.667  1.417  0.426
O  -1.560  0.873  0.497
Ag  -1.114  -0.052  -1.552

Values from the calculation:
Multiplicity ... 2
Net charge ... -2
Kohn-Sham gap (spin up / spin down) ... 0.1879 / 0.2482 hartree

This record from the Open Molecules 2025 dataset describes 10 unconnected molecules or ions with the total composition C7H30O10 in a non-equilibrium geometry. The level of theory is ωB97M-V/def2-TZVPD.

CARTESIAN COORDINATES (ANGSTROEM)
C  3.780  -1.236  0.918
C  3.081  -1.602  1.983
C  2.320  -0.776  2.965
C  1.055  -0.465  2.746
C  0.199  0.444  3.591
C  -0.810  1.334  2.833
C  -0.844  1.242  1.291
O  -1.388  -0.008  0.826
H  3.895  -0.248  0.479
H  4.003  -1.966  0.135
H  3.012  -2.652  2.266
H  2.820  -0.539  3.892
H  0.534  -0.726  1.830
H  -0.336  -0.152  4.328
H  0.739  1.136  4.262
H  -1.831  1.294  3.196
H  -0.535  2.401  2.860
H  -1.621  1.922  0.955
H  0.096  1.513  0.796
H  -0.838  -0.432  0.137
O  2.041  3.387  0.442
H  2.676  2.928  0.989
H  1.589  4.053  0.964
O  -2.504  -2.511  0.663
H  -2.252  -1.656  1.030
H  -3.095  -3.059  1.156
O  -0.355  1.081  -4.151
H  0.292  1.710  -3.807
H  0.045  0.245  -3.938
O  0.748  -3.707  -2.768
H  -0.010  -3.128  -2.876
H  0.603  -4.149  -1.927
O  -0.191  -1.105  -1.399
H  -0.937  -1.251  -2.000
H  0.589  -1.474  -1.836
O  -1.802  2.728  -1.026
H  -2.108  3.404  -1.629
H  -0.860  2.568  -1.164
O  -3.289  -0.733  -1.241
H  -3.236  -1.634  -0.859
H  -2.884  -0.096  -0.622
O  1.680  1.219  -2.243
H  2.170  1.724  -1.585
H  0.848  0.906  -1.860
O  -2.366  -1.024  -3.753
H  -2.578  -0.785  -2.806
H  -2.145  -0.122  -4.040

Values from the calculation:
SMILES string ... C=C/C=C/CCCO.O.O.O.O.O.O.O.O.O
Net charge ... 0
Kohn-Sham gap ... 0.3579 hartree

Short version: energy = -21011.1263 -122225.1152 -8145.8390 -28219.1912 eV, in the order given.
Short version: relative energy (zero: lowest compared OMol25 entry of this formula, charge and spin) = 1.1614 2.0087 0.6355 2.7045 eV, in the order given.